Entry from OMol25: the molecule CH3NO2 at a distorted geometry (the ωB97M-V functional and the def2-TZVPD basis).

- Energy relative to the best compared isomer or geometry (same formula, charge and spin): 174.33 kcal per mole
- HOMO energy (spin up / spin down): -10.275 / -10.276 eV
- Largest force on an atom: 3.0 eV/Å
- Total energy: -6664.10423 eV
- LUMO energy (spin up / spin down): -0.035 / -0.035 hartree

```
! RIJCOSX wB97M-V def2-TZVPD def2/J DEFGRID3
* xyz 0 1
O 1.5014 1.7655 -0.5353
O 2.4822 2.4810 -1.1812
N 0.9178 0.8686 -1.0945
C 0.0943 0.1374 -0.0894
H -0.2619 0.7584 0.8009
H 0.8586 -0.5499 0.2398
H -0.8292 -0.3428 -0.4990
*
```


Entry from OMol25: a cluster of 2 separate species, CH3NO2P in total at a distorted geometry (the ωB97M-V functional and the def2-TZVPD basis).

- Energy relative to the best compared isomer or geometry (same formula, charge and spin): 15.83 kcal per mole
- HOMO energy: -4.224 eV
- Largest force on an atom: 2.9 eV/Å
- Total energy: -15960.21632 eV
- LUMO energy: 0.171 hartree

```
! RIJCOSX wB97M-V def2-TZVPD def2/J DEFGRID3
* xyz -1 1
P -0.1463 -1.4831 1.4528
O -0.9952 -0.3187 1.8705
O 1.1965 -1.0071 0.9806
N 0.1549 0.9022 -0.6780
C -0.8468 0.4062 -1.4080
H 0.3560 1.8568 -0.6322
H 0.9352 0.3619 -0.1372
H -0.6543 -0.7182 -1.4485
*
```